Formula: C26H37N4OSSi2Sn
Source: the OMol25 dataset
Level of theory: wB97M-V/def2-TZVPD

Atoms and positions in Å:
Sn (-0.0826, 0.7995, -0.9303)
C (1.5650, 3.7408, 1.0656)
Si (0.7099, 3.3430, -0.6206)
C (1.8977, 4.2660, -1.8402)
C (-0.8473, 4.4414, -0.4322)
C (-0.7690, 5.8194, -0.5887)
C (-1.8519, 6.6416, -0.3332)
C (-3.0434, 6.0750, 0.0852)
C (-3.1362, 4.7006, 0.2192)
C (-2.0576, 3.8634, -0.0367)
Si (-2.2536, 1.9436, 0.0151)
C (-3.4202, 1.7614, -1.5102)
C (-3.5036, 1.6310, 1.4480)
H (1.8547, 4.7854, 1.1667)
H (2.4525, 3.1260, 1.1885)
H (0.8907, 3.4998, 1.8830)
H (2.2444, 5.2064, -1.4222)
H (1.4181, 4.4840, -2.7891)
H (2.7753, 3.6588, -2.0447)
H (0.1623, 6.2634, -0.9189)
H (-1.7685, 7.7178, -0.4500)
H (-3.9020, 6.7042, 0.2995)
H (-4.0766, 4.2678, 0.5379)
H (-4.3756, 2.2490, -1.3506)
H (-3.6031, 0.7158, -1.7162)
H (-2.9711, 2.2074, -2.3924)
H (-4.4143, 2.2061, 1.3136)
H (-3.0896, 1.8840, 2.4181)
H (-3.7959, 0.5872, 1.4717)
C (5.1613, 0.8607, 1.3852)
C (4.6204, 0.3703, 0.0452)
N (3.9721, -0.9131, 0.1147)
C (4.7823, -2.1030, -0.0259)
C (5.0110, -2.7931, 1.3170)
C (2.6295, -1.0448, 0.2757)
S (1.7921, 0.3363, 0.8705)
N (2.1626, -2.2493, 0.0657)
C (0.8609, -2.5485, -0.0399)
O (-0.0889, -1.7711, -0.0669)
C (0.6047, -4.0120, -0.1755)
C (-0.7072, -4.4218, -0.4008)
C (-1.0073, -5.7624, -0.5353)
C (0.0024, -6.7076, -0.4413)
C (1.3093, -6.3076, -0.2026)
C (1.6131, -4.9648, -0.0729)
H (5.5947, 1.8502, 1.2626)
H (5.9243, 0.1868, 1.7649)
H (4.3453, 0.9186, 2.1005)
H (5.4363, 0.2951, -0.6837)
H (3.8841, 1.0879, -0.3223)
H (5.7399, -1.8126, -0.4664)
H (4.2739, -2.7926, -0.7039)
H (5.4869, -2.1133, 2.0174)
H (5.6428, -3.6702, 1.1926)
H (4.0546, -3.0968, 1.7305)
H (-1.4692, -3.6598, -0.4615)
H (-2.0290, -6.0726, -0.7162)
H (-0.2283, -7.7562, -0.5641)
H (2.0907, -7.0542, -0.1189)
H (2.6232, -4.6338, 0.1120)
C (-4.6734, -2.0524, -1.8957)
C (-3.9707, -2.0617, -0.5869)
N (-2.9987, -1.2681, -0.2448)
C (-2.6754, -1.5680, 1.0382)
C (-3.4775, -2.5692, 1.4946)
N (-4.3127, -2.8841, 0.4471)
H (-3.9658, -1.7812, -2.6722)
H (-5.4716, -1.3090, -1.8774)
H (-5.0968, -3.0292, -2.1156)
H (-1.8835, -1.0409, 1.5262)
H (-3.5304, -3.0868, 2.4327)
H (-5.0378, -3.5822, 0.4595)

## Properties
Spin multiplicity   1
Energy above the lowest of the compared OMol25 structures with the same formula, charge and spin   1.078 eV
Net charge   -1
HOMO-LUMO gap   6.1 eV
HOMO energy   -3.54 eV
LUMO   0.093 hartree

Quick look at the Mulliken charges, all values in e: atom 1 (Sn): 0.087, atom 2 (C): -1.144, atom 3 (Si): 0.501, atom 4 (C): -1.403, atom 5 (C): 0.162, atom 6 (C): -0.392, atom 7 (C): -0.627, atom 8 (C): -0.716, atom 9 (C): -0.257, atom 10 (C): 0.241, atom 11 (Si): 0.493, atom 12 (C): -1.160, atom 13 (C): -1.406, atom 14 (H): 0.420, atom 15 (H): 0.245, atom 16 (H): 0.300, atom 17 (H): 0.348, atom 18 (H): 0.371, atom 19 (H): 0.283, atom 20 (H): 0.261, atom 21 (H): 0.369, atom 22 (H): 0.359, atom 23 (H): 0.236, atom 24 (H): 0.389, atom 25 (H): 0.106, atom 26 (H): 0.382, atom 27 (H): 0.422, atom 28 (H): 0.336, atom 29 (H): 0.372, atom 30 (C): -1.057, atom 31 (C): -0.947, atom 32 (N): 0.180, atom 33 (C): -0.642, atom 34 (C): -1.147, atom 35 (C): 0.367, atom 36 (S): -0.386, atom 37 (N): -0.130, atom 38 (C): -0.073, atom 39 (O): -0.502, atom 40 (C): 0.134, atom 41 (C): -0.197, atom 42 (C): -0.696, atom 43 (C): -0.296, atom 44 (C): -0.719, atom 45 (C): -0.025, atom 46 (H): 0.398, atom 47 (H): 0.381, atom 48 (H): 0.210, atom 49 (H): 0.388, atom 50 (H): 0.433, atom 51 (H): 0.413, atom 52 (H): 0.401, atom 53 (H): 0.386, atom 54 (H): 0.342, atom 55 (H): 0.256, atom 56 (H): 0.445, atom 57 (H): 0.396, atom 58 (H): 0.369, atom 59 (H): 0.391, atom 60 (H): 0.326, atom 61 (C): -1.569, atom 62 (C): 0.503, atom 63 (N): 0.239, atom 64 (C): -0.371, atom 65 (C): -1.061, atom 66 (N): 0.052, atom 67 (H): 0.271, atom 68 (H): 0.307, atom 69 (H): 0.474, atom 70 (H): 0.574, atom 71 (H): 0.449, atom 72 (H): 0.156

***

Formula: C4H6N2
Source: the OMol25 dataset
Level of theory: wB97M-V/def2-TZVPD

Atoms and positions in Å:
N (-1.2020, -1.0259, -1.3625)
C (0.3532, -0.0279, -0.2304)
C (0.1821, -0.7010, -1.3679)
C (1.6467, 0.7642, 0.8745)
C (0.5364, 0.9937, 1.5633)
N (-0.4660, 0.3967, 0.7954)
H (-1.8711, -0.4972, -1.8896)
H (-1.4979, -1.9171, -1.0074)
H (0.9336, -1.0411, -2.1073)
H (2.6124, 1.1230, 1.3150)
H (0.2726, 1.4794, 2.4892)
H (-1.4612, 0.4327, 0.9215)

## Properties
Spin multiplicity   1
Energy above the lowest of the compared OMol25 structures with the same formula, charge and spin   4.813 eV
Net charge   0
HOMO-LUMO gap   9.0 eV
HOMO energy   -7.90 eV
LUMO   0.040 hartree

Quick look at the Mulliken charges, all values in e: atom 1 (N): -0.443, atom 2 (C): 0.012, atom 3 (C): -0.162, atom 4 (C): -0.726, atom 5 (C): -0.162, atom 6 (N): -0.087, atom 7 (H): 0.187, atom 8 (H): 0.183, atom 9 (H): 0.312, atom 10 (H): 0.298, atom 11 (H): 0.360, atom 12 (H): 0.229

***

Formula: C5H9N3
Source: the OMol25 dataset
Level of theory: wB97M-V/def2-TZVPD

Atoms and positions in Å:
C (-2.9419, -0.4438, 0.3298)
C (-1.4488, -0.1544, -0.0525)
C (-0.4903, -0.9523, -0.3536)
C (-0.8176, 1.2508, 0.0941)
C (1.9699, -0.7925, 0.0225)
H (-3.7114, -0.2676, -0.6631)
H (-3.1636, 0.4469, 1.1928)
H (-3.0386, -1.5774, 0.7645)
H (-0.3757, -2.1778, -0.1558)
H (0.7938, 1.7204, -1.0491)
H (-0.7852, 1.6203, 1.1109)
H (-1.2514, 2.1016, -0.5360)
H (2.1642, -1.8608, -0.0785)
H (2.4277, 0.8515, 0.4123)
N (0.6864, -0.2954, -0.5287)
N (0.6279, 1.1489, -0.2397)
N (2.8731, -0.0397, 0.5914)

## Properties
Spin multiplicity   1
Energy above the lowest of the compared OMol25 structures with the same formula, charge and spin   4.516 eV
Net charge   0
HOMO-LUMO gap   8.7 eV
HOMO energy   -7.94 eV
LUMO   0.029 hartree

Quick look at the Mulliken charges, all values in e: atom 1 (C): -0.950, atom 2 (C): 0.257, atom 3 (C): -0.124, atom 4 (C): -0.440, atom 5 (C): -0.103, atom 6 (H): 0.218, atom 7 (H): 0.252, atom 8 (H): 0.266, atom 9 (H): 0.161, atom 10 (H): 0.210, atom 11 (H): 0.277, atom 12 (H): 0.211, atom 13 (H): 0.325, atom 14 (H): 0.474, atom 15 (N): 0.115, atom 16 (N): -0.479, atom 17 (N): -0.670

***

| no. | largest force on an atom (Eh/bohr) |
| --- | --- |
| 1 | 0.027 |
| 2 | 0.081 |
| 3 | 0.123 |